Density functional theory data (ωB97M-V with the def2-TZVPD basis set) for C30H20ClN4PPdSe as an isolated structure.

Properties
Molar mass (g mol⁻¹): 688.33
Spin multiplicity: 1
Kohn-Sham gap (Ha): 0.2057
HOMO energy (Ha): -0.230
Energy relative to the best compared isomer or geometry (same formula, charge and spin) (kJ/mol): 7.1

Last column: Mulliken charge in e.
Atoms and positions in Å:
Pd (0.295, -1.433, -1.375)  -0.85
Cl (2.862, -1.915, -1.643)  -0.18
C (3.387, -1.978, 0.037)  0.87
C (4.700, -2.376, 0.236)  -0.79
C (5.188, -2.457, 1.528)  -0.35
C (4.361, -2.140, 2.595)  -0.91
C (3.055, -1.746, 2.366)  0.05
C (2.524, -1.649, 1.077)  -0.90
P (0.774, -1.125, 0.742)  1.56
C (0.055, -1.590, 2.359)  -0.12
C (-0.325, -2.922, 2.509)  -0.35
C (-0.831, -3.380, 3.713)  -0.60
C (-0.991, -2.501, 4.778)  -0.45
C (-0.641, -1.168, 4.628)  -0.70
C (-0.116, -0.716, 3.425)  0.04
C (0.931, 0.702, 0.882)  0.74
C (-0.230, 1.461, 0.708)  -0.34
C (-0.185, 2.842, 0.700)  -0.62
C (1.032, 3.501, 0.840)  -0.71
C (2.192, 2.761, 0.995)  -0.66
C (2.141, 1.371, 1.025)  -0.37
H (5.316, -2.622, -0.616)  0.44
H (6.209, -2.773, 1.695)  0.38
H (4.731, -2.202, 3.609)  0.41
H (2.426, -1.507, 3.212)  0.38
H (-0.224, -3.604, 1.672)  0.37
H (-1.112, -4.420, 3.817)  0.39
H (-1.393, -2.855, 5.718)  0.38
H (-0.770, -0.478, 5.451)  0.40
H (0.165, 0.325, 3.319)  0.37
H (-1.180, 0.957, 0.565)  0.46
H (-1.100, 3.407, 0.572)  0.44
H (1.073, 4.582, 0.817)  0.39
H (3.146, 3.263, 1.102)  0.38
H (3.059, 0.815, 1.163)  0.34
Se (-5.310, 3.751, -3.286)  0.20
N (-5.238, 1.963, -3.105)  -0.87
C (-3.984, 1.635, -2.986)  0.83
C (-3.522, 0.256, -2.830)  1.20
C (-4.416, -0.812, -2.805)  -0.80
C (-3.910, -2.087, -2.669)  -0.58
C (-2.534, -2.250, -2.552)  -0.45
N (-1.671, -1.240, -2.555)  -0.52
C (-2.156, 0.002, -2.706)  -0.10
C (-1.178, 1.121, -2.717)  -0.41
N (0.109, 0.803, -2.574)  -0.30
C (1.009, 1.772, -2.581)  -0.56
C (0.681, 3.116, -2.748)  -0.61
C (-0.648, 3.457, -2.893)  -0.78
C (-1.605, 2.442, -2.874)  1.17
C (-3.033, 2.721, -3.010)  0.84
N (-3.524, 3.919, -3.150)  -0.87
H (-5.476, -0.622, -2.893)  0.50
H (-4.554, -2.954, -2.648)  0.41
H (-2.098, -3.235, -2.438)  0.43
H (2.038, 1.462, -2.436)  0.41
H (1.458, 3.866, -2.747)  0.45
H (-0.964, 4.483, -3.018)  0.50